Density functional theory data (wB97M-V/def2-TZVPD) for an isolated molecule of C4H5N3 in a non-equilibrium geometry.

```
12
Properties=species:S:1:pos:R:3:nbo_charge:R:1
H 0.8869 1.4211 1.1956 0.1974
N -1.6686 -0.6289 -2.8193 -0.2617
C -0.6983 0.0657 -0.4887 -0.2973
C 1.2495 0.4177 0.9139 -0.4275
H 1.2296 -0.7029 -0.8836 0.3874
H 2.3365 0.4581 0.8651 0.2222
C -1.2586 -0.3753 -1.7681 0.2703
C -1.4263 -0.5308 0.6747 0.2589
N 0.7664 0.0352 -0.3992 -0.6082
H 0.9333 -0.2779 1.7035 0.1901
H -0.4628 1.1312 -0.6168 0.3374
N -1.8875 -1.0132 1.6231 -0.2691
```

Electronic energy (eV): -8696.841
Maximum force (eV Å⁻¹): 3.14
Frontier orbital gap (eV): 10.5626
Multiplicity: 1
Net charge: 0
ΔE to the lowest compared entry with this formula, charge and spin (eV): 2.971
Lowest unoccupied orbital energy (eV): 0.512